Entry 1:
Formula: C18H57Ag2F3O14
Source: the OMol25 dataset
Level of theory: the ωB97M-V functional and the def2-TZVPD basis

The calculation puts the largest force on an atom at 3.33 eV Å⁻¹. The calculation puts the energy at -64382.2535 eV. Its total charge is +2. As for the spin multiplicity: 3. The HOMO energy (alpha / beta) is -13.90 / -13.90 eV. The value obtained for the gap between HOMO and LUMO (alpha / beta) is 0.2518 / 0.1695 Ha. As for the LUMO energy (alpha / beta): -7.0462 / -9.2838 eV. Its expectation value of S² is 2.01.

Structure (XYZ):
```
94
Properties=species:S:1:pos:R:3:forces:R:3
Ag -9.4214 -20.8631 0.4281 -0.3 -0.1 -0.4
Ag -6.5942 -18.4453 -0.0164 0.3 0.1 -0.6
C -9.0399 -15.7753 0.7522 -2.2 -1.4 -2.1
O -10.2479 -15.7469 0.0140 0.7 0.1 0.5
O -8.2311 -16.7366 0.1806 0.5 0.8 0.9
C -8.4808 -14.3638 0.9362 0.7 1.0 0.1
F -7.7578 -14.2730 2.0535 -0.1 -0.2 -0.4
F -7.7067 -14.0429 -0.1248 -0.1 -0.2 0.4
F -9.4765 -13.4792 0.9949 0.4 -0.5 0.1
C -10.1543 -15.3011 -1.3694 -0.9 0.6 0.8
C -11.5848 -15.2367 -1.8451 -0.4 -1.5 -0.9
H -12.1398 -16.1445 -1.5736 0.3 0.0 0.4
H -12.2045 -14.4199 -1.4920 0.4 0.4 -0.1
H -11.5958 -15.3531 -2.9345 0.0 0.8 0.0
H -9.5442 -16.0055 -1.9353 0.0 0.0 -0.1
H -9.7339 -14.2949 -1.3965 0.2 -0.2 -0.1
H -9.3701 -16.2290 1.6969 0.4 0.2 0.6
C -9.0290 -18.6836 -3.2846 -0.6 -0.5 1.0
C -8.3702 -19.9163 -2.6432 -0.7 0.5 -0.3
C -7.2482 -20.4265 -3.5543 1.4 -0.6 -0.2
O -8.0371 -19.8179 -1.3136 0.5 0.2 -0.3
H -8.4379 -17.7788 -3.4107 0.5 -0.3 -0.1
H -9.8680 -18.4099 -2.6348 -0.2 0.0 -0.3
H -9.4104 -19.0392 -4.2404 -0.1 0.3 -0.1
H -9.0662 -20.7761 -2.6323 -0.3 0.0 -0.2
H -6.7929 -21.3375 -3.1638 0.1 0.2 0.1
H -6.4677 -19.6830 -3.7285 -0.1 0.1 0.5
H -7.6069 -20.6525 -4.5596 -0.6 0.1 0.2
C -10.3197 -24.6177 -2.0115 0.7 0.8 -0.8
O -11.2005 -24.3711 -0.9210 0.2 0.1 0.1
H -10.8935 -24.6332 -2.9362 -0.2 -0.5 0.2
H -9.6205 -23.7809 -2.1728 0.0 0.0 0.4
H -9.6824 -25.4923 -1.9086 -0.4 -0.3 0.1
H -10.7452 -24.6250 -0.1098 -0.2 -0.1 0.0
C -6.8504 -17.7023 -7.4430 -0.3 0.5 0.5
O -7.3126 -18.5842 -6.4106 0.5 -0.4 0.1
H -5.9251 -18.0612 -7.8853 -0.2 -0.5 0.0
H -7.6371 -17.5897 -8.1855 0.2 0.1 -0.2
H -6.5975 -16.7369 -6.9980 -0.2 0.1 -0.2
H -8.2129 -18.3473 -6.1641 -0.1 0.3 -0.2
C -6.0893 -16.1758 -2.3889 -0.9 0.8 0.3
O -5.4963 -17.3616 -1.8703 0.0 -0.2 0.2
H -7.1630 -16.2104 -2.1808 0.1 -0.3 -0.1
H -5.7739 -15.2758 -1.8565 0.4 -0.1 -0.1
H -5.9824 -16.0466 -3.4643 0.3 -0.2 0.0
H -4.5351 -17.2715 -1.9018 -0.1 -0.2 -0.1
C -2.7342 -21.1485 -3.1013 0.6 -0.3 -0.6
O -4.0754 -20.6943 -3.1845 -0.1 0.1 0.4
H -2.3142 -21.2502 -4.1078 0.1 0.1 0.1
H -2.0874 -20.4723 -2.5358 -0.2 0.1 0.0
H -2.6566 -22.1497 -2.6702 -0.3 0.1 0.2
H -4.2316 -20.4037 -4.0916 -0.1 0.0 -0.2
C -11.9352 -20.9439 -1.9748 -0.3 0.8 -0.9
O -11.2067 -21.6242 -0.9760 -0.1 -0.6 0.2
H -13.0198 -21.0879 -1.9671 0.1 -0.3 0.5
H -11.7738 -19.8711 -1.8561 0.1 -0.1 0.0
H -11.6245 -21.2235 -2.9899 0.2 0.0 0.2
H -11.4162 -22.5906 -1.0174 0.2 0.2 0.2
C -9.4995 -21.2044 -7.0437 0.1 -0.7 -0.9
O -10.5001 -21.4934 -8.0175 -0.3 -0.1 0.4
H -8.5899 -21.7334 -7.3558 0.2 0.6 0.0
H -9.4001 -20.1195 -7.0896 0.4 -0.2 0.6
H -9.6826 -21.6180 -6.0440 -0.5 0.4 0.1
H -11.1583 -22.1024 -7.6732 0.1 0.0 0.0
C -11.3239 -16.9473 -5.8245 0.0 0.3 -0.4
O -10.1651 -17.3755 -6.5479 0.1 -0.3 0.3
H -12.1972 -17.0013 -6.4752 -0.1 0.1 0.2
H -11.5071 -17.5582 -4.9365 0.1 -0.1 -0.1
H -11.1727 -15.9045 -5.5358 -0.1 -0.1 0.1
H -10.4493 -17.6843 -7.4113 0.0 0.0 -0.1
C -4.8425 -21.0216 -7.0227 -0.3 0.0 0.5
O -5.0413 -20.1193 -5.9285 0.1 0.1 0.2
H -3.7752 -21.1571 -7.1834 0.0 0.2 -0.1
H -5.2660 -21.9933 -6.7450 0.2 0.1 -0.5
H -5.3299 -20.6191 -7.9121 0.1 -0.2 -0.1
H -5.9191 -19.7053 -6.0064 0.2 0.0 -0.1
C -11.9044 -18.5495 0.7169 -0.2 -0.6 1.0
O -10.5756 -18.8678 0.2625 0.0 0.1 -0.4
H -11.8037 -18.1481 1.7280 -0.3 0.5 -0.3
H -12.4700 -17.9353 0.0225 0.3 0.3 0.0
H -12.4775 -19.4668 0.8612 0.3 -0.2 -0.3
H -10.1322 -18.0550 -0.0175 -0.2 0.1 0.0
C -7.0321 -23.7455 -5.6570 0.4 1.1 0.0
O -7.4351 -23.7377 -4.2874 -0.1 -0.7 0.1
H -7.8108 -24.0073 -6.3734 -0.2 -0.1 0.2
H -6.6775 -22.7296 -5.8638 -0.1 -0.2 -0.4
H -6.1808 -24.4045 -5.8028 -0.1 -0.2 0.3
H -8.1089 -23.0674 -4.1556 -0.1 0.0 -0.2
C -6.4051 -25.4478 -1.9651 0.5 1.4 -1.1
O -6.2286 -24.0561 -1.6399 -0.3 0.2 0.8
H -5.6313 -25.6249 -2.7178 -0.1 -0.8 0.2
H -6.2577 -26.0401 -1.0705 -0.1 -0.1 0.0
H -7.3713 -25.5455 -2.4626 -0.1 -0.6 0.3
H -6.2615 -23.5729 -2.4715 0.0 -0.2 -0.1
```
Forces are in eV/Å.

Atomic partial charges in e from the Löwdin method, atoms 1 to 2:
1 Ag 0.842
2 Ag 0.845

---

Entry 2:
Formula: C29H72N4O10Zn
Source: the OMol25 dataset
Level of theory: the ωB97M-V functional and the def2-TZVPD basis

The calculation puts the largest force on an atom at 4.05 eV Å⁻¹. The calculation puts the energy at -106082.6921 eV. The HOMO energy is -7.71 eV. The value obtained for the gap between HOMO and LUMO is 0.2823 Ha. As for the LUMO energy: -0.0311 eV. The value obtained for the relative energy (zero: lowest compared OMol25 entry of this formula, charge and spin) is 227.2 kJ/mol.

Structure (XYZ):
```
116
Properties=species:S:1:pos:R:3:forces:R:3
Zn -0.9514 -2.2686 1.7808 2.5 2.6 -1.8
C 0.7407 0.1413 2.4381 1.4 0.8 0.2
C 1.7123 -1.0052 2.7181 -2.9 -0.6 -0.5
O 1.0789 -2.1626 2.1940 -0.9 -0.8 -0.1
H 0.5630 0.3038 1.3750 -0.1 -0.3 0.0
H 1.2072 1.0542 2.8083 -0.3 0.5 0.2
H -0.1953 -0.0145 2.9746 -0.1 0.0 0.0
H 1.7695 -1.1144 3.8011 0.4 0.1 0.4
H 2.7084 -0.7936 2.3293 0.1 -0.3 -0.4
C -2.4195 0.9261 0.4329 0.0 2.1 3.4
C -1.9371 -0.0911 -0.4993 -0.1 1.1 -1.4
C -0.9759 0.6498 -1.4813 0.1 -1.5 -0.7
O -1.4414 -1.2197 0.0624 1.3 -2.1 1.8
H -1.6977 1.3278 1.1441 1.4 -0.7 0.1
H -3.1121 0.5659 1.1935 -0.9 -0.1 -0.5
H -2.6558 1.9442 0.1233 -1.1 -0.4 -1.1
H -2.8411 -0.3660 -1.0428 -0.2 -0.1 -0.8
H -1.4763 1.3020 -2.1970 -0.2 0.4 0.4
H -0.5580 -0.0951 -2.1585 0.2 -0.3 -0.1
H -0.1003 1.1262 -1.0402 -0.2 0.2 0.4
C 3.5021 2.7748 1.1717 -0.7 1.7 1.6
O 2.2708 3.0461 0.5211 -0.4 -1.8 -1.2
C 1.3976 4.0236 1.0938 1.6 -1.8 0.0
C 0.2053 4.2465 0.2121 0.4 0.1 -1.1
N -0.5245 5.2444 0.8696 -2.3 2.5 0.1
C -1.7895 5.6083 0.2066 0.1 -0.5 1.4
C -2.3021 6.8781 0.8870 1.3 -0.9 -2.3
O -3.6067 7.0201 0.4527 -1.0 1.5 1.5
C -4.0469 8.3005 0.8861 -2.6 0.0 -0.3
H 4.2462 2.0720 0.7968 -0.6 0.3 -1.4
H 3.3893 2.3467 2.1678 -0.6 0.2 0.5
H 3.8663 3.7945 1.2961 1.2 -0.2 0.3
H 2.0036 4.9250 1.1847 -0.3 0.6 0.0
H 1.1067 3.7246 2.1008 -0.2 -0.1 0.1
H -0.5400 3.4860 -0.0207 0.6 -1.0 0.6
H 0.5116 4.5543 -0.7876 0.5 0.1 -0.3
H -0.0852 6.1537 0.8854 1.1 -0.2 0.2
H -2.4663 4.7648 0.3434 -0.3 0.1 0.0
H -1.7403 5.8271 -0.8601 0.3 -0.2 -0.3
H -1.8053 7.6831 0.3455 0.9 0.4 0.5
H -2.0494 6.9133 1.9467 -0.7 -0.1 0.3
H -4.1470 8.4656 1.9589 0.8 -0.5 0.4
H -5.0983 8.3384 0.6011 -0.1 0.1 -0.3
H -3.6163 9.2037 0.4537 0.8 -0.4 -0.3
C -0.6933 -5.6566 5.7436 1.1 0.2 0.5
O -1.3431 -4.4429 5.4670 -2.3 0.1 -1.0
C -0.5622 -3.3929 4.9438 0.6 0.7 0.4
C -1.3359 -2.0957 4.6409 1.0 -0.6 3.9
N -2.0713 -2.1370 3.4474 -0.7 -1.3 -1.6
C -3.2104 -1.2116 3.5123 -0.4 -0.7 -2.0
C -4.2826 -1.5859 2.4382 0.7 0.5 0.5
O -4.8461 -2.8138 2.7907 -1.2 -0.2 0.4
C -6.2872 -2.8558 2.7297 0.7 0.0 0.5
H -0.2736 -5.5874 6.7472 0.8 0.2 0.0
H 0.0582 -5.8460 4.9772 0.2 -0.2 0.2
H -1.2944 -6.5552 5.8829 -0.9 0.5 -0.8
H -0.0656 -3.5778 3.9913 0.6 -0.8 0.0
H 0.1521 -3.1858 5.7406 0.6 0.4 -0.4
H -0.6806 -1.2420 4.8137 0.2 0.0 -0.7
H -2.0836 -2.0026 5.4286 0.0 0.0 0.5
H -2.4280 -3.0785 3.5277 -0.9 -0.5 -0.4
H -2.7532 -0.2450 3.3003 -0.6 0.3 0.5
H -3.6622 -1.3873 4.4885 -0.2 0.8 0.0
H -3.9111 -1.7415 1.4253 0.6 0.6 -0.1
H -5.0271 -0.7901 2.4159 0.0 0.1 0.0
H -6.7540 -2.1664 2.0261 0.5 -0.4 -1.0
H -6.7528 -2.4623 3.6333 0.3 -0.5 0.7
H -6.4758 -3.9178 2.5726 -0.7 0.3 -0.1
C 5.0752 -3.0129 0.3782 -1.5 -0.8 -0.1
O 3.6511 -2.8424 0.0431 2.0 -0.2 0.6
C 3.4859 -2.1994 -1.2207 -0.7 -0.6 1.4
C 2.0037 -1.7353 -1.3408 0.3 0.6 1.2
N 0.9200 -2.7338 -1.3168 1.9 -0.1 0.6
C 1.0549 -3.5570 -2.4742 -1.3 -0.5 -1.0
C 0.1061 -4.7765 -2.5355 0.7 -0.1 0.3
O 0.5770 -5.8385 -1.7330 1.7 1.8 1.4
C -0.1736 -6.9452 -1.8220 -0.6 -2.3 -1.1
H 5.6649 -3.4472 -0.4291 -0.1 0.3 -0.6
H 5.1492 -3.7850 1.1440 -0.4 0.2 0.3
H 5.5660 -2.1176 0.7597 -0.2 0.3 -0.2
H 3.8300 -2.9097 -1.9724 -0.3 0.0 -0.5
H 4.2094 -1.3842 -1.2327 -0.5 0.6 -0.4
H 2.0152 -0.9956 -2.1414 -0.4 -0.3 -1.0
H 1.7148 -1.0907 -0.5107 0.7 0.0 0.5
H 0.0430 -2.2333 -1.2970 -0.3 0.1 0.2
H 2.0904 -3.8578 -2.6336 -0.1 -0.3 0.2
H 0.8051 -2.8628 -3.2765 -0.1 -0.4 -1.2
H 0.0479 -5.2380 -3.5213 -0.1 0.6 -0.6
H -0.9021 -4.5310 -2.2019 -0.2 0.4 -0.1
H -1.1742 -6.9094 -1.3912 -0.2 0.3 0.3
H 0.3483 -7.8321 -1.4625 0.2 0.3 0.7
H -0.2733 -7.2076 -2.8752 -0.6 -0.1 -0.6
C 5.3675 1.1434 -1.7585 -1.5 -1.4 1.3
O 4.3554 0.9713 -2.7565 0.5 -0.1 -1.5
C 3.2040 1.7620 -2.5351 -0.4 2.6 1.3
C 1.9491 1.7022 -3.4281 1.9 -2.0 -0.8
N 2.4641 1.8137 -4.8209 -2.4 -0.3 -0.4
C 1.4022 1.1926 -5.7177 1.1 0.1 0.6
C 0.0452 1.9201 -5.7774 0.4 0.8 -0.3
O -0.9712 1.4944 -4.8866 -0.7 -1.5 -1.0
C -1.6581 0.2585 -5.2710 0.5 0.7 0.6
H 6.2591 0.5366 -1.9162 -0.2 0.2 -0.9
H 4.8838 0.6549 -0.9127 0.3 -0.1 0.8
H 5.6467 2.1119 -1.3436 -0.2 0.6 -1.0
H 3.4875 2.7998 -2.7104 0.5 0.4 0.4
H 2.9432 1.7023 -1.4784 -0.3 -0.1 0.1
H 1.1593 2.4319 -3.2496 0.6 0.4 0.5
H 1.4817 0.7322 -3.2585 -0.3 -0.3 -0.2
H 3.2851 1.2267 -4.8580 0.2 -0.1 -0.2
H 1.2722 0.1574 -5.4022 -0.6 -0.2 0.4
H 1.8012 1.0161 -6.7165 0.1 0.7 -0.2
H -0.2180 2.0117 -6.8312 -0.8 -1.1 -0.3
H 0.0573 2.9998 -5.6282 1.0 0.1 0.8
H -2.0002 0.2428 -6.3057 0.1 0.4 -0.2
H -2.5294 0.1565 -4.6240 0.1 0.2 0.0
H -1.0391 -0.6231 -5.1042 0.3 0.0 0.0
```
Forces are in eV/Å.

Atomic partial charges in e from the Löwdin method, atoms 1 to 2:
1 Zn 0.921
2 C -0.115

---

Entry 3:
Formula: C4H6N4
Source: the OMol25 dataset
Level of theory: the ωB97M-V functional and the def2-TZVPD basis

The calculation puts the largest force on an atom at 5.49 eV Å⁻¹. The calculation puts the energy at -10202.9109 eV. The HOMO energy is -8.77 eV. The value obtained for the gap between HOMO and LUMO is 0.3478 Ha. As for the structure (SMILES): c1nnc([C@@H]2CN2)[nH]1. As for the LUMO energy: 0.6985 eV. The value obtained for the relative energy (zero: lowest compared OMol25 entry of this formula, charge and spin) is 292.2 kJ/mol.

Structure (XYZ):
```
14
Properties=species:S:1:pos:R:3:forces:R:3
C -1.9637 -0.4602 0.6399 4.0 -1.5 0.0
C -1.0955 0.5401 -0.1752 1.1 -1.8 1.8
C 0.2605 0.0425 -0.1987 3.9 0.2 0.8
C 2.4185 0.1088 0.0055 2.7 -0.4 -0.1
H -1.3210 -1.2900 1.1009 -1.0 1.2 -0.8
H -2.7067 -0.1241 1.2631 -2.2 0.8 0.8
H -1.4625 -0.9912 -1.4887 -2.0 1.4 2.9
H -1.1230 1.5839 -0.2427 -0.8 1.5 0.1
H 3.4846 0.4739 0.0438 -1.5 -0.3 0.1
H 1.2761 1.8678 0.1485 0.1 1.9 0.2
N -2.0038 -0.3112 -0.7585 -0.9 -2.4 -4.9
N 0.7865 -1.1750 -0.1771 -3.4 -0.6 -0.8
N 2.1170 -1.1913 -0.0907 0.4 3.3 0.3
N 1.3330 0.9260 -0.0701 -0.2 -3.3 -0.4
```
Forces are in eV/Å.

Atomic partial charges in e from the Löwdin method, atoms 1 to 2:
1 C -0.097
2 C -0.283